# C33H73HgN2O11S5

A structure of composition C33H73HgN2O11S5 in a non-equilibrium geometry (ωB97M-V/def2-TZVPD, the OMol25 dataset).

Summary:
**Max |F|**: 1.91 eV/A
**2S+1**: 1
**Total charge**: +1
**LUMO energy**: -0.198 hartree
**M**: 1034.88 u
**Orbital gap**: 5.02 eV
**E**: -119247.2745 eV

Atoms and positions in Å:
1 H 4.68592 -2.43736 4.36694
2 O -1.10394 4.82949 2.25610
3 H -6.49053 -0.13977 -1.98678
4 O -2.37383 -1.32563 3.15460
5 H 0.34613 1.64671 -2.81769
6 H 0.14236 -1.33433 0.60075
7 C -4.41625 0.37611 -2.10890
8 C 2.53972 -3.94691 2.04370
9 H -1.64682 2.13288 -2.38482
10 H 2.97403 -1.93969 4.52312
11 H 1.50705 5.95387 -5.94938
12 H 5.40843 2.94625 2.27576
13 H 2.86890 3.36203 -2.50034
14 C -0.69563 3.95137 -3.12477
15 H -0.83755 -2.79661 1.78677
16 C -2.19759 3.01349 0.71872
17 H -4.10927 2.82309 -0.32516
18 C 1.99383 2.88861 1.86508
19 C 3.85046 2.25374 3.67621
20 H -3.07023 -0.76555 -0.13720
21 C 0.76588 5.25231 -5.55764
22 H -0.66555 -5.38244 1.96150
23 H -2.80912 -1.02356 -2.29513
24 H 3.93885 1.20200 3.40569
25 H -2.39431 -5.44480 2.13109
26 H 1.61553 1.72547 -3.93805
27 C -0.15600 -0.27718 0.56056
28 H 0.89119 -3.75111 -5.63134
29 C 1.07690 2.35181 -3.21632
30 H 3.67727 1.92483 0.86607
31 C -3.89200 -1.37785 -0.51222
32 H 2.58152 1.87099 -1.74139
33 H 4.52085 -2.24374 1.94683
34 C -1.70391 -3.46228 1.75545
35 C 1.53138 -2.89721 -3.81783
36 H -0.10791 5.85136 -5.30520
37 O 1.84060 3.87027 4.33322
38 C -3.61387 3.45039 0.41469
39 H -6.10755 1.33602 -0.99020
40 H -4.30499 -1.77658 -2.67068
41 H 1.13409 -5.00268 -4.40309
42 H -2.04340 -3.48899 0.72245
43 C -4.38680 3.26178 1.72440
44 C -2.60162 -3.72678 4.30343
45 H 4.18644 0.03173 -2.63533
46 C 3.71066 -2.43999 3.89116
47 H 0.38450 -3.13663 -0.73017
48 C 4.37077 3.13842 2.53937
49 C -1.51454 -4.83500 2.36639
50 O 4.10932 -5.07145 3.83741
51 H 1.46859 -2.00629 2.25098
52 H -2.08478 2.53491 -4.03296
53 C -1.48034 -4.67470 3.88588
54 C 3.64270 -1.86769 2.47559
55 H -0.98100 -0.22230 -0.17683
56 C 0.82535 -4.00420 -1.23703
57 H -1.35477 3.32116 0.10104
58 O -5.17623 0.20681 1.21347
59 C -3.86387 -1.03965 -1.99948
60 H 0.53543 -2.68571 -3.39881
61 H 1.39427 5.28594 -3.50391
62 H -3.64544 4.50022 0.12249
63 H 1.39057 3.79155 1.74521
64 H 1.63199 3.27626 -1.24726
65 H -4.57631 0.72982 -3.12935
66 O -4.22506 -2.78208 2.36552
67 C 2.25329 -3.96785 -1.76766
68 H -1.49170 -5.61139 4.44135
69 H 3.47097 -1.83480 -1.34801
70 H 2.00842 -1.08417 -1.85028
71 N 2.56382 -2.97238 -2.79019
72 H 4.56781 -1.41137 -3.54228
73 O -1.30399 2.52423 3.16981
74 H -3.66325 5.05496 2.81296
75 H 1.76148 -2.01674 -4.42191
76 H 1.68672 -4.60588 1.90573
77 H 0.65748 0.23885 0.01292
78 H 4.18349 2.48215 4.68532
79 O -6.46344 -1.65621 0.16244
80 H -3.76570 3.67265 3.85805
81 C -3.58479 3.96682 2.82588
82 H 1.36402 2.09702 1.45131
83 H -2.22569 -3.01642 5.03715
84 H 2.91671 -3.84935 -0.90952
85 H 0.04221 -4.34881 -1.91193
86 H -0.36546 4.35762 -2.15899
87 H -3.71086 1.10985 -1.70764
88 H 2.53639 -4.25144 -5.14293
89 C 2.86541 -1.65924 -2.24881
90 H 3.10038 -0.40174 -3.94848
91 H -2.06971 1.92870 0.81729
92 H 3.57610 -0.78183 2.48181
93 Hg -0.87701 0.34688 3.84694
94 C 3.74233 -0.81106 -3.16812
95 H 2.48123 -4.94430 -2.20218
96 C -1.85600 2.97040 -3.06426
97 H -5.35209 3.76091 1.65606
98 C 3.43152 2.86608 1.36456
99 H -3.86409 -2.40379 -0.16542
100 H 3.41626 -4.22037 1.45648
101 S -2.88869 -2.66202 2.84924
102 S 2.09522 2.64420 3.63994
103 C 2.37429 -2.44510 1.81703
104 H -1.12375 4.74346 -3.74605
105 H -4.48812 2.22315 2.04043
106 H -0.49303 -4.27407 4.13908
107 C 2.04755 2.75440 -2.11187
108 C -5.75488 0.38686 -1.38291
109 H 2.25080 -2.12482 0.78103
110 H 3.54093 3.58070 0.54594
111 H 4.30946 4.17601 2.87462
112 N 0.43750 3.45585 -3.91688
113 O 1.29399 1.46706 3.97255
114 O -0.45676 0.36190 1.73737
115 H -3.56367 -4.13479 4.59851
116 S 3.04850 -4.10738 3.75542
117 C 1.32205 4.55409 -4.31946
118 S -1.86448 3.61960 2.38830
119 H 2.27651 4.09411 -4.57668
120 H 0.56543 4.53321 -6.34880
121 S -5.44331 -0.65033 0.08267
122 H 0.84079 -4.70240 -0.38767
123 C 1.52089 -4.06142 -4.79707
124 H -2.70409 3.46801 -2.58765
125 O 1.91414 -4.21324 4.63310

Atomic forces in eV per Å
0.046 -0.144 -0.070
0.270 0.086 0.552
-0.232 0.147 0.151
-0.168 0.342 0.350
-0.306 0.306 0.011
-0.085 0.054 0.222
-0.465 0.682 -0.548
-0.165 0.446 -0.109
0.088 -0.058 -0.119
0.201 0.109 0.135
0.007 0.018 0.068
0.005 -0.169 0.132
-0.215 0.223 -0.069
-0.264 0.143 -1.814
0.187 -0.313 0.143
0.621 -0.970 0.527
0.295 0.165 -0.298
-0.795 -0.368 0.074
-0.403 0.113 -0.191
-0.150 -0.267 0.776
0.539 0.323 0.119
0.161 0.186 0.078
-0.048 -0.016 -0.089
0.083 -0.071 0.294
0.031 0.064 -0.241
0.192 0.273 -0.071
0.041 -0.105 -0.855
0.062 -0.282 -0.150
0.738 -0.188 -0.181
-0.135 -0.255 0.419
-0.297 0.831 -0.218
-0.309 -0.117 0.129
0.017 0.442 -0.283
0.240 0.372 -0.062
0.399 0.376 -0.407
-0.187 -0.178 -0.204
0.083 -0.032 0.213
-0.228 -0.385 0.323
-0.081 0.092 -0.248
-0.549 0.142 0.210
-0.085 0.088 0.144
-0.324 0.087 0.098
0.108 0.742 0.925
0.531 0.963 -0.391
-0.168 0.031 0.114
-0.832 0.368 0.112
0.588 0.581 -0.468
-0.022 0.158 0.286
-0.763 -0.763 0.116
-0.074 -0.129 0.026
0.077 -0.267 0.574
-0.135 0.302 -0.125
0.882 -0.103 0.118
-0.307 -0.196 0.029
-0.192 -0.154 0.261
-0.782 -0.540 1.333
-0.266 0.482 -0.146
0.110 0.058 0.056
1.126 -0.378 -0.466
-0.027 -0.204 0.063
0.537 -0.046 0.004
-0.043 -0.033 -0.171
0.538 0.333 -0.069
-0.278 -0.001 -0.133
0.096 -0.357 -0.132
-0.334 0.097 -0.140
-0.243 0.153 -0.438
-0.381 -0.134 -0.237
-0.033 -0.125 -0.038
-0.260 -0.072 -0.434
-0.455 0.270 0.180
-0.156 -0.046 -0.319
-0.138 0.217 0.907
0.038 0.002 -0.264
0.039 0.030 0.061
0.010 0.034 -0.256
0.197 -0.065 0.325
0.246 -0.104 -0.056
0.035 -0.136 0.100
-0.050 -0.354 -0.105
0.556 0.340 0.215
0.143 -0.213 0.219
-0.322 -0.143 0.308
0.214 0.140 -0.185
0.293 -0.136 -0.274
-0.267 -0.037 0.144
-0.003 -0.223 0.348
-0.025 0.076 -0.125
1.098 -0.033 1.160
0.470 0.009 -0.385
-0.384 -0.026 -0.033
0.396 0.028 -0.040
0.602 0.125 -1.811
-0.679 0.116 0.187
-0.110 -0.083 0.121
0.377 -0.521 1.472
-0.184 -0.357 0.040
0.038 0.597 -0.924
0.030 -0.090 -0.240
-0.181 -0.584 -0.012
0.469 -0.826 0.334
-0.301 -0.107 -0.851
-0.223 0.304 0.233
0.288 0.491 0.456
-0.241 -0.042 -0.561
-0.201 0.357 0.153
0.945 -0.318 0.187
0.530 -0.574 0.620
0.507 -0.468 -0.203
0.136 0.248 0.258
-0.019 0.056 -0.185
-0.816 -0.437 0.798
-0.012 -0.650 0.795
0.129 0.522 0.369
0.062 -0.242 -0.072
1.028 0.136 -0.078
-0.676 -0.556 -0.409
-0.569 0.260 -1.482
0.197 0.292 0.213
-0.255 -0.020 0.072
-0.129 0.081 -0.371
-0.058 -0.341 -0.300
-0.133 0.033 0.199
-0.222 0.035 -0.428
-0.533 -0.025 -0.072